(1)
The following is a DFT calculation (ωB97M-V/def2-TZVPD) of a single C9H12BNO molecule in a non-equilibrium geometry.

energy above the lowest of the compared OMol25 structures with the same formula, charge and spin	0.0	kcal per mole
SMILES string	CCOB1CC=Cc2cccn21
E_HOMO	-7.67	eV
total energy	-504.99093	hartree
frontier orbital gap	8.3827	eV
E_LUMO	0.02611	hartree

Atoms and positions in Å:
B 0.088 0.276 -0.424
C 1.302 1.596 2.707
C 1.943 0.280 2.630
C 0.450 1.606 1.694
C 1.539 -0.335 1.467
C 1.965 -1.578 0.839
C 1.200 -2.125 -0.163
C 0.000 -1.558 -0.890
C -2.677 0.325 -1.713
C -1.392 1.092 -2.100
N 0.610 0.509 0.889
O -0.494 1.333 -1.045
H 1.358 2.314 3.456
H 2.638 -0.111 3.282
H -0.407 2.300 1.497
H 2.741 -2.178 1.185
H 1.661 -2.981 -0.744
H -0.803 -1.996 -0.364
H -0.066 -1.725 -1.874
H -3.320 1.017 -1.186
H -3.296 0.023 -2.563
H -2.472 -0.583 -1.150
H -1.653 1.996 -2.458
H -0.915 0.504 -2.970

Cartesian forces (eV/Å) of the 3 atoms listed first:
B -1.4 -2.7 -0.3
C 0.7 -2.8 0.2
C -0.8 1.3 -1.5

=====

(2)
The following is a DFT calculation (ωB97M-V/def2-TZVPD) of a gas-phase ion, C9H12BrN2 (charge +1) in a non-equilibrium geometry.

total charge	+1
energy above the lowest of the compared OMol25 structures with the same formula, charge and spin	23.5	kcal per mole
SMILES string	C=CCc1[nH]cc[n+]1[C@H](Br)C=C
E_HOMO	-13.61	eV
total energy	-3033.35845	hartree
frontier orbital gap	10.0752	eV
E_LUMO	-0.12973	hartree

Atoms and positions in Å:
C -1.023 1.450 1.814
C 0.225 1.558 1.213
C -0.905 0.041 0.035
C -1.612 -2.735 0.681
C 2.910 2.018 -1.405
C -2.150 -2.075 -0.293
C 2.680 1.249 -0.407
C -1.436 -0.932 -1.020
C 1.470 0.268 -0.641
N -1.665 0.512 0.999
N 0.276 0.667 0.136
Br 1.938 -1.614 0.100
H -1.293 1.789 2.763
H 1.149 1.966 1.510
H -2.189 -3.587 0.961
H -0.662 -2.489 1.211
H 3.781 2.581 -1.443
H 2.381 2.022 -2.307
H -3.080 -2.437 -0.658
H 3.182 1.136 0.587
H -2.149 -0.270 -1.604
H -0.615 -1.231 -1.678
H 1.276 0.096 -1.803
H -2.490 0.015 1.248

Cartesian forces (eV/Å) of the 3 atoms listed first:
C 3.0 -1.2 -3.0
C -1.2 -1.2 0.2
C 0.3 0.0 -0.9

=====

(3)
The following is a DFT calculation (ωB97M-V/def2-TZVPD) of a gas-phase ion, C9H12ClN2 (charge +1) in a non-equilibrium geometry.

total charge	+1
energy above the lowest of the compared OMol25 structures with the same formula, charge and spin	60.6	kcal per mole
SMILES string	C=C1C=CC=C/C1=[N+](\Cl)N(C)C
E_HOMO (spin up / spin down)	-12.93 / -12.93	eV
total energy	-919.42993	hartree
frontier orbital gap (spin up / spin down)	7.3574 / 7.3564	eV
E_LUMO (spin up / spin down)	-0.20469 / -0.20470	hartree

Atoms and positions in Å:
C 3.261 -0.582 0.294
C 2.536 -1.851 0.372
C 2.655 0.500 -0.148
C 1.214 -1.812 -0.049
C 1.212 0.670 -0.317
C 0.532 -0.616 -0.228
C 0.704 1.886 -0.566
C -2.529 0.657 -1.030
C -2.212 0.414 1.417
N -0.747 -0.646 -0.108
N -1.618 0.368 0.126
Cl -1.732 -2.333 0.004
H 4.376 -0.625 0.435
H 3.053 -2.803 0.623
H 3.189 1.430 -0.211
H 0.844 -2.801 -0.381
H -0.419 2.230 -0.681
H 1.316 2.758 -0.641
H -3.254 1.483 -0.888
H -2.065 0.799 -2.006
H -3.076 -0.239 -1.232
H -2.460 -0.672 1.702
H -1.581 0.853 2.223
H -3.198 0.930 1.290

Cartesian forces (eV/Å) of the 3 atoms listed first:
C 1.9 -2.2 0.4
C -0.9 1.2 -1.1
C -0.3 2.2 0.5